Entry 1:
This record from the Open Molecules 2025 dataset describes a 2-piece molecular cluster, C13H26NO5S overall. The level of theory is the ωB97M-V functional and the def2-TZVPD basis.

```
46
C13H26NO5S (the ωB97M-V functional and the def2-TZVPD basis)
C 1.0848 -2.4310 0.1854
C -0.5142 -2.3652 0.4342
O -1.3074 -2.5803 -0.7561
C -1.7209 -1.3444 -1.3714
C -2.8340 -0.5217 -0.5190
C -2.4369 1.0565 -0.3916
C -1.1127 1.4383 0.4475
C -0.2549 2.7341 0.0509
C 1.2796 2.3619 -0.3237
O 1.5516 1.3796 -1.0814
O 2.3826 3.1409 0.1522
C 3.6048 2.3496 0.1521
C 4.1299 1.5592 1.4475
O 4.3370 2.2800 -0.8734
C -1.5959 1.2674 2.0001
N -3.0959 1.0592 2.0447
C -3.5507 1.5742 0.6820
S -3.4971 3.4332 0.9673
H 1.6500 -1.6648 0.8432
H 1.3647 -2.3379 -0.9298
H 1.4915 -3.4623 0.5241
H -0.7531 -3.2416 1.1536
H -0.7481 -1.4010 1.0063
H -0.8440 -0.6660 -1.7021
H -2.2525 -1.6409 -2.3574
H -3.8411 -0.5769 -1.0741
H -2.9532 -1.0227 0.5120
H -2.4898 1.6082 -1.3979
H -0.4095 0.5558 0.2532
H -0.1959 3.4007 0.9974
H -0.7211 3.3316 -0.8068
H 4.2929 0.4704 1.1450
H 3.3755 1.6543 2.3212
H 5.1293 1.9800 1.8050
H -0.9531 0.3963 2.3610
H -1.2172 2.2031 2.5322
H -3.3689 0.0890 2.2904
H -3.5541 1.5948 2.8152
H -4.5966 1.2133 0.3503
H -4.0106 3.6780 2.2507
C 3.1969 -4.1123 -3.1379
O 2.7687 -3.0070 -2.3540
H 2.6356 -4.9968 -2.8358
H 3.0095 -3.9090 -4.1950
H 4.2630 -4.2880 -2.9754
H 3.2813 -2.2399 -2.6418
```

Properties
- lowest unoccupied orbital energy (eV) = -3.39
- charge = +1
- 2S+1 = 1
- highest occupied orbital energy (eV) = -12.222
- relative energy (zero: lowest compared OMol25 entry of this formula, charge and spin) (kJ/mol) = 290.9

***

Entry 2:
This record from the Open Molecules 2025 dataset describes a 2-piece molecular cluster, C13H26O6 overall. The level of theory is the ωB97M-V functional and the def2-TZVPD basis.

```
45
C13H26O6 (the ωB97M-V functional and the def2-TZVPD basis)
C -3.1100 0.2672 1.3655
O -3.5595 -1.0166 1.7758
C -2.8572 -2.0779 1.3272
O -3.3864 -3.0529 0.8832
O -1.5286 -1.9670 1.5814
C -0.6212 -1.8295 0.4600
C -1.2567 -1.9350 -0.9068
C -0.2506 -1.7839 -2.0800
C 1.1457 -1.2279 -1.7568
C 1.1682 0.2868 -1.5726
C 2.5849 0.8857 -1.6394
C 2.8798 1.9380 -0.5766
C 1.9217 3.1270 -0.5054
O 1.3400 3.4227 -1.7902
C 0.1501 4.0901 -1.6853
C -1.0878 3.2728 -1.4472
O 0.0981 5.2853 -1.8116
H -3.3847 0.4497 0.3233
H -3.6053 1.0082 1.9862
H -2.0297 0.3807 1.4737
H -0.0816 -0.8949 0.6166
H 0.1139 -2.6313 0.5605
H -2.0762 -1.2281 -1.0525
H -1.7068 -2.9265 -0.9720
H -0.6840 -1.0859 -2.8003
H -0.1501 -2.7322 -2.6061
H 1.7787 -1.4420 -2.6240
H 1.6098 -1.7424 -0.9134
H 0.5733 0.7349 -2.3721
H 0.7000 0.5988 -0.6336
H 3.3198 0.0844 -1.5184
H 2.7544 1.3008 -2.6342
H 3.8878 2.3297 -0.7211
H 2.8729 1.4473 0.4007
H 2.4860 4.0052 -0.1870
H 1.1233 2.9681 0.2262
H -1.4810 3.4943 -0.4530
H -1.8456 3.5869 -2.1639
H -0.9396 2.1992 -1.5296
C 0.8138 -2.8994 4.5434
O -0.1888 -3.5742 3.7990
H 1.4508 -3.6573 4.9933
H 1.4308 -2.2615 3.9020
H 0.3813 -2.2889 5.3414
H -0.7539 -2.9085 3.3935
```

Properties
- lowest unoccupied orbital energy (eV) = 0.29
- charge = 0
- 2S+1 = 1
- SMILES = COC(=O)OCCCCCCCCOC(C)=O.CO
- highest occupied orbital energy (eV) = -10.224
- relative energy (zero: lowest compared OMol25 entry of this formula, charge and spin) (kJ/mol) = 0.0

***

Entry 3:
This record from the Open Molecules 2025 dataset describes a 3-piece molecular cluster, C13H26O9S overall. The level of theory is the ωB97M-V functional and the def2-TZVPD basis.

```
49
C13H26O9S (the ωB97M-V functional and the def2-TZVPD basis)
C -0.0026 -1.5711 1.1007
C 1.2859 -1.0717 1.7695
C 2.3488 -0.7105 0.7311
C 1.0169 0.0982 2.7227
O 1.2139 -0.3479 4.0903
C 1.8273 0.4269 4.9971
O 2.4122 -0.0102 5.9475
O 1.7742 1.7853 4.7305
S 0.2975 2.5026 5.0927
H -0.5844 -2.1823 1.7917
H -0.6379 -0.7415 0.7858
H 0.2353 -2.1748 0.2246
H 1.6839 -1.8865 2.3772
H 2.5989 -1.6050 0.1591
H 2.0102 0.0687 0.0475
H 3.2680 -0.3854 1.2252
H 1.6775 0.9337 2.5097
H -0.0226 0.4138 2.6256
H -0.3976 2.0350 4.0471
C -6.1131 2.6034 0.7157
C -5.3363 2.1143 1.9177
O -3.9999 1.7137 1.5662
C -3.1324 2.7070 1.4028
O -3.3500 3.8795 1.5510
O -1.9664 2.1776 1.0232
C -0.9341 3.1344 0.7707
H -6.1164 1.8457 -0.0685
H -7.1438 2.8122 1.0012
H -5.6775 3.5160 0.3123
H -5.7879 1.2146 2.3299
H -5.2909 2.8690 2.7019
H -0.7897 3.7882 1.6282
H -1.1594 3.7281 -0.1131
H -0.0323 2.5535 0.5956
C 1.0601 -2.1159 -6.2698
C 1.7244 -1.0877 -5.3811
O 1.7645 -1.5110 -4.0076
C 2.7183 -2.3902 -3.7118
O 3.5547 -2.8147 -4.4634
O 2.5992 -2.7096 -2.4224
C 3.5420 -3.6859 -1.9686
H 0.0639 -2.3544 -5.8959
H 0.9666 -1.7250 -7.2828
H 1.6431 -3.0345 -6.3090
H 1.1492 -0.1644 -5.3627
H 2.7350 -0.8587 -5.7170
H 4.5589 -3.3793 -2.2007
H 3.3356 -4.6523 -2.4249
H 3.4094 -3.7510 -0.8927
```

Properties
- lowest unoccupied orbital energy (eV) = 0.25
- charge = 0
- 2S+1 = 1
- SMILES = CC(C)COC(=O)OS.CCOC(=O)OC.CCOC(=O)OC
- highest occupied orbital energy (eV) = -9.826

***

Entry 4:
This record from the Open Molecules 2025 dataset describes an isolated ion of composition C13H27BFO3 and charge -1. The level of theory is the ωB97M-V functional and the def2-TZVPD basis.

```
45
C13H27BFO3 (the ωB97M-V functional and the def2-TZVPD basis)
C -0.8309 2.0462 3.9922
C 0.3076 2.9536 3.5494
C 0.9962 2.5114 2.2586
C 0.1976 2.8534 0.9775
C 0.2186 1.7979 -0.1428
C -0.8662 0.7074 -0.1988
C -2.1899 1.3397 -0.6033
C -3.3796 0.3895 -0.6737
C -1.0513 -0.1223 1.1111
O -1.2064 -1.4320 0.6516
B -0.1981 -1.5170 -0.4668
F 1.1090 -1.5419 0.1677
C -0.5471 -2.8460 -1.3215
C 0.3718 -3.1978 -2.5148
C 1.7242 -2.5259 -2.4650
O 2.5688 -3.1141 -3.4838
C 3.9218 -3.0583 -3.1311
O -0.4238 -0.2331 -1.1471
H -1.2997 2.4008 4.9060
H -1.5869 2.0036 3.2153
H -0.4683 1.0400 4.1636
H 1.0609 2.9623 4.3353
H -0.0876 3.9571 3.4055
H 1.9239 3.0792 2.2333
H 1.2636 1.4599 2.2783
H -0.8079 3.1570 1.2660
H 0.6694 3.7400 0.5593
H 0.2074 2.3085 -1.1019
H 1.1616 1.2618 -0.0883
H -2.4241 2.1231 0.1161
H -2.1166 1.8391 -1.5706
H -3.1754 -0.4384 -1.3453
H -4.2341 0.9369 -1.0725
H -3.6682 -0.0122 0.2902
H -0.2193 0.0151 1.8032
H -1.9478 0.1110 1.6933
H -1.5446 -2.6730 -1.7197
H -0.6417 -3.6875 -0.6426
H 0.5741 -4.2676 -2.5126
H -0.0825 -2.9831 -3.4807
H 2.1761 -2.7310 -1.4990
H 1.6516 -1.4558 -2.6491
H 4.5199 -3.4447 -3.9526
H 4.2326 -2.0308 -2.9299
H 4.1413 -3.6819 -2.2604
```

Properties
- lowest unoccupied orbital energy (eV) = 3.26
- charge = -1
- 2S+1 = 1
- highest occupied orbital energy (eV) = -4.938

***

Entry 5:
This record from the Open Molecules 2025 dataset describes a 2-piece molecular cluster, C13H27BrClNOP overall. The level of theory is the ωB97M-V functional and the def2-TZVPD basis.

```
45
C13H27BrClNOP (the ωB97M-V functional and the def2-TZVPD basis)
C -1.2899 0.2894 1.0303
C -1.1397 -1.1940 1.0016
C -2.1100 -2.2216 0.1161
P -0.9314 -3.6134 -0.5631
O 0.7411 -3.2676 -0.1126
Cl -0.9120 -3.6490 -2.6867
C -2.8731 -1.3978 -1.0783
C -4.0833 -2.3300 -1.6733
C -4.9561 -3.1413 -0.5473
Br -6.8702 -2.4667 -0.7560
N -4.5771 -2.8559 0.8890
C -3.0994 -2.9570 1.1968
H -2.0044 0.7425 1.8676
H -0.8022 1.0406 0.2575
H -0.3114 -1.6863 1.6817
H 1.3380 -3.9523 -0.5677
H -2.1374 -1.1835 -1.9785
H -3.3362 -0.3691 -0.7508
H -3.6934 -3.1203 -2.4642
H -4.8058 -1.6078 -2.2837
H -5.0104 -4.2836 -0.8257
H -5.0527 -3.6058 1.4754
H -5.0163 -1.9451 1.2215
H -2.7159 -4.0686 1.3714
H -2.9457 -2.4178 2.2507
C 3.5972 5.1140 0.7487
C 4.1947 3.7572 1.0891
C 4.5702 2.9372 -0.1479
C 3.3980 2.5649 -1.0648
C 2.2692 1.7769 -0.3945
C 2.7158 0.4243 0.1371
H 2.6597 5.0158 0.1941
H 3.3812 5.6697 1.6672
H 4.2943 5.7082 0.1507
H 3.5014 3.1981 1.7265
H 5.1003 3.9163 1.6870
H 5.0815 2.0246 0.1782
H 5.3043 3.4986 -0.7377
H 3.7904 1.9781 -1.9049
H 2.9767 3.4753 -1.5061
H 1.4739 1.6161 -1.1318
H 1.8214 2.3618 0.4151
H 3.1253 -0.1948 -0.6671
H 1.8638 -0.1073 0.5727
H 3.4756 0.5266 0.9168
```

Properties
- lowest unoccupied orbital energy (eV) = -4.31
- charge = +1
- 2S+1 = 1
- highest occupied orbital energy (eV) = -10.730